# 1
C26H32BF4O2PSb2Sr as an isolated structure. Source: the OMol25 dataset; level of theory: wB97M-V/def2-TZVPD.

Each line ends with the Löwdin charge.
Element x y z (Å)
Sb 0.460 -2.049 -0.092  1.48
Sb -3.715 -0.362 1.118  1.34
Sr -1.006 1.784 1.251  1.44
P 2.380 2.340 0.348  1.07
F -1.720 3.944 0.197  -0.01
F -3.525 2.594 -0.076  0.05
F -1.576 2.118 -1.148  -0.01
F -2.848 3.941 -1.839  0.21
O 0.222 -0.223 0.829  -0.68
O 1.226 -0.638 2.879  -0.21
C 2.441 0.667 1.171  -0.35
C -5.446 0.317 2.177  -0.33
C -2.710 -5.303 -1.331  -0.09
C -4.040 -4.942 -1.177  -0.08
C 5.468 4.744 1.547  -0.09
C 2.528 1.943 -1.436  -0.36
C -3.894 -2.451 1.666  -0.32
C 2.560 1.458 -4.191  -0.09
C 1.078 0.375 1.774  -0.62
C -1.028 -1.383 -1.509  -0.30
C -2.077 -3.747 0.426  -0.30
C 3.473 2.334 -3.625  -0.08
C -4.385 -4.013 -0.211  -0.06
C 4.207 4.254 1.225  -0.10
C -0.965 -3.101 1.192  -0.32
C -4.640 -0.527 -0.792  -0.29
C 1.619 0.834 -3.383  -0.07
C -1.750 -4.708 -0.532  -0.08
C 6.446 2.658 0.861  -0.08
C -3.429 -3.410 0.608  -0.28
C 6.586 3.946 1.367  -0.09
C 2.029 -1.963 2.777  -0.10
C 3.457 2.579 -2.259  -0.09
C 5.191 2.173 0.538  -0.10
C 1.600 1.082 -2.020  -0.11
C 4.057 2.969 0.718  -0.41
B -2.465 3.194 -0.783  -1.28
H -4.957 -2.600 1.858  0.06
H 3.331 4.875 1.369  0.10
H -5.283 0.273 3.253  0.00
H 5.089 1.172 0.136  0.11
H -0.382 -3.841 1.740  0.06
H 7.568 4.322 1.622  0.10
H 0.889 0.163 -3.817  0.10
H -1.312 -2.360 1.913  0.04
H -2.422 -6.041 -2.068  0.10
H 0.842 0.612 -1.405  0.05
H 7.318 2.033 0.720  0.10
H -5.652 1.348 1.892  0.00
H -0.545 -1.138 -2.454  -0.01
H -3.360 -2.596 2.606  0.06
H 4.204 2.832 -4.249  0.10
H -4.806 -5.392 -1.794  0.10
H 3.175 0.768 1.975  0.09
H -5.428 -3.754 -0.071  0.11
H 1.262 -2.686 2.481  -0.07
H 5.573 5.746 1.941  0.10
H 2.705 -1.794 1.932  -0.04
H 1.524 -0.185 3.671  0.12
H -1.760 -2.171 -1.685  0.00
H -5.642 -0.933 -0.658  0.01
H -6.299 -0.308 1.915  0.01
H -0.708 -4.989 -0.654  0.11
H 4.179 3.264 -1.835  0.10
H 2.574 1.269 -5.256  0.10
H 2.805 -0.102 0.477  0.07
H -4.062 -1.188 -1.434  0.00
H -4.694 0.463 -1.240  0.01
H -1.538 -0.490 -1.145  -0.03

Cartesian forces (eV/Å) of the 3 atoms listed first:
-0.1198 -0.0329 -0.0379
0.0015 -0.0601 0.0392
0.0848 0.0817 -0.1195

Properties
Electronic energy = -66325.552 eV
Gap between HOMO and LUMO = 0.2266 Ha
Energy relative to the best compared isomer or geometry (same formula, charge and spin) = 580.9 kJ/mol
Multiplicity = 1


# 2
A 3-piece molecular cluster, C26H32F8NO2 overall at a distorted geometry. Source: the OMol25 dataset; level of theory: wB97M-V/def2-TZVPD.

Each line ends with the Löwdin charge.
Element x y z (Å)
F -0.527 2.991 3.615  0.12
F -2.358 3.495 -1.710  0.10
F -4.014 2.592 -2.906  0.04
F -1.804 4.453 2.333  0.10
F -4.458 3.331 -0.859  0.08
F -2.353 0.862 2.834  0.05
F -3.487 2.369 1.627  0.09
F -2.711 3.232 3.950  0.08
O -4.357 0.626 -0.453  -0.05
O 2.498 0.732 -1.191  -0.03
N 1.370 0.981 -0.605  -0.16
C -5.149 -4.784 -0.882  -0.10
C -3.505 -3.613 0.434  -0.09
C 5.499 -1.402 -0.667  -0.10
C -1.814 0.805 -0.437  -0.04
C -0.186 2.818 0.367  -0.04
C 7.450 -2.568 0.136  -0.10
C 5.056 -2.569 -1.282  -0.10
C -3.182 1.170 -1.121  -0.21
C 0.933 2.397 -0.691  -0.42
C 1.365 -1.256 0.462  -0.04
C -3.456 2.652 -1.591  -0.37
C -1.216 1.618 0.775  -0.21
C -0.180 0.545 1.466  -0.07
C 2.209 3.345 -0.353  -0.04
C -4.266 -2.451 0.350  -0.10
C 7.009 -3.733 -0.484  -0.10
C 2.407 0.716 1.718  -0.03
C -5.465 -2.454 -0.355  -0.10
C -2.179 1.992 1.971  -0.25
C 1.192 0.341 0.703  -0.42
C -1.717 3.179 2.937  -0.36
C 6.694 -1.404 0.046  -0.10
C 5.810 -3.734 -1.189  -0.10
C -5.908 -3.621 -0.968  -0.09
C -3.946 -4.779 -0.185  -0.10
C 0.581 2.703 -2.216  -0.04
H -3.352 -5.684 -0.122  0.10
H 2.523 3.284 0.734  0.08
H 0.416 3.014 1.329  0.12
H 0.975 -1.853 1.359  0.10
H 3.406 0.798 1.194  0.09
H 0.096 0.866 2.533  0.13
H -0.380 2.238 -2.592  0.07
H 1.487 2.443 -2.867  0.10
H -0.665 -0.478 1.602  0.12
H 5.464 -4.644 -1.668  0.10
H -2.569 -3.610 0.981  0.10
H 8.382 -2.568 0.690  0.10
H -5.496 -5.694 -1.359  0.10
H -5.090 0.544 -1.091  0.11
H -3.182 0.556 -2.097  0.17
H 1.810 4.414 -0.498  0.10
H -0.710 3.795 0.144  0.13
H -1.067 0.672 -1.298  0.14
H 3.051 3.227 -1.098  0.09
H 4.913 -0.493 -0.743  0.09
H -6.055 -1.547 -0.426  0.09
H 7.036 -0.496 0.532  0.10
H 2.130 1.659 2.305  0.08
H -6.846 -3.625 -1.514  0.10
H -1.959 -0.275 -0.065  0.14
H 0.685 -1.512 -0.419  0.09
H 7.599 -4.640 -0.416  0.10
H 2.419 -1.541 0.164  0.07
H 0.447 3.837 -2.324  0.10
H -3.924 -1.543 0.834  0.09
H 4.122 -2.569 -1.835  0.10
H 2.495 -0.155 2.454  0.10

Cartesian forces (eV/Å) of the 3 atoms listed first:
-1.8296 0.5511 -1.7725
-1.7615 -1.5848 0.5550
1.0798 0.0105 2.2213

Properties
Electronic energy = -54802.016 eV
Gap between HOMO and LUMO (alpha / beta) = 0.3434 / 0.3318 Ha
Energy relative to the best compared isomer or geometry (same formula, charge and spin) = 0.0 kJ/mol
Multiplicity = 2


# 3
One molecule with the formula C26H32FN7O at a distorted geometry. Source: the OMol25 dataset; level of theory: wB97M-V/def2-TZVPD.

Each line ends with the Löwdin charge.
Element x y z (Å)
F -3.843 0.543 0.802  0.04
O 1.512 -4.306 0.063  0.06
N 4.372 1.698 -0.486  0.12
N 3.148 3.732 -0.420  0.13
N 0.768 3.394 -0.705  0.04
N 3.470 -0.392 -0.830  -0.05
N 0.095 -2.808 0.942  -0.04
N -2.560 -1.927 0.368  -0.08
N 0.728 1.175 -0.894  0.16
C -1.459 -0.991 0.422  -0.14
C 0.015 2.271 -0.900  -0.29
C 2.428 -2.143 0.513  -0.20
C 3.284 0.930 -0.660  -0.22
C 0.300 4.750 -0.741  -0.12
C 4.248 3.007 -0.375  -0.23
C -4.209 -2.904 1.891  -0.02
C -0.880 4.056 -2.887  -0.20
C 4.785 -0.983 -0.735  -0.15
C -5.388 -0.437 2.246  -0.02
C 1.315 -3.181 0.486  -0.42
C 2.060 2.980 -0.595  -0.23
C -1.970 3.440 -2.006  -0.18
C 3.790 -2.832 0.629  -0.16
C -4.284 -0.581 1.435  -0.20
C -5.922 -1.541 2.887  -0.10
C -3.634 -1.809 1.232  -0.16
C -0.347 -1.497 1.358  -0.11
C -0.997 -3.761 0.887  -0.11
C 4.907 -1.796 0.554  -0.16
C -2.087 -3.228 -0.051  -0.13
C -5.327 -2.774 2.693  -0.09
C -1.461 2.313 -1.083  -0.10
C 2.032 1.580 -0.708  -0.12
C 2.387 -1.338 -0.801  -0.09
C -0.088 5.153 -2.168  -0.16
H -3.771 -3.883 1.783  0.10
H 4.841 -1.118 1.408  0.12
H -1.785 -0.017 0.770  0.11
H -1.335 4.492 -3.779  0.11
H -5.728 -3.650 3.181  0.10
H -1.750 1.343 -1.486  0.11
H -1.398 -3.898 1.898  0.13
H -2.435 4.232 -1.417  0.11
H -5.827 0.543 2.350  0.12
H 4.928 -1.640 -1.600  0.13
H 2.505 -2.036 -1.638  0.15
H 5.881 -2.287 0.585  0.11
H 3.844 -3.382 1.570  0.12
H -0.596 -4.707 0.521  0.12
H 2.311 -1.462 1.360  0.14
H 3.888 -3.556 -0.182  0.12
H 0.815 5.373 -2.741  0.11
H -0.683 6.066 -2.114  0.11
H -6.789 -1.437 3.519  0.10
H -1.047 -0.875 -0.585  0.11
H -0.560 4.840 -0.070  0.13
H 5.516 -0.176 -0.761  0.11
H -0.203 3.267 -3.223  0.12
H -2.919 -3.927 -0.126  0.12
H -1.653 -3.106 -1.050  0.13
H -1.938 2.403 -0.102  0.12
H 1.444 -0.802 -0.912  0.09
H -0.742 -1.572 2.380  0.14
H 5.172 3.552 -0.233  0.10
H -2.749 3.023 -2.645  0.11
H 0.464 -0.775 1.344  0.11
H 1.109 5.382 -0.370  0.12

Cartesian forces (eV/Å) of the 3 atoms listed first:
-0.0060 -0.2317 -0.0349
0.2221 -0.2585 -0.2150
0.0505 -0.4890 0.0249

Properties
Electronic energy = -42679.252 eV
Gap between HOMO and LUMO = 0.3118 Ha
Energy relative to the best compared isomer or geometry (same formula, charge and spin) = 0.0 kJ/mol
Structure (SMILES) = O=C([C@H]1CCCN(c2ncnc3c2nc2n3CCCCC2)C1)N1CCN(c2ccccc2F)CC1
Multiplicity = 1


# 4
C26H32IrNO5S as an isolated structure at a distorted geometry. Source: the OMol25 dataset; level of theory: wB97M-V/def2-TZVPD.

Each line ends with the Löwdin charge.
Element x y z (Å)
Ir -0.143 1.041 1.647  1.32
S 3.417 -1.638 4.449  0.66
O 0.826 -2.410 1.842  0.11
O 4.531 -2.538 4.564  -0.23
O 3.559 -0.290 4.953  -0.25
O 0.697 -0.026 -4.577  -0.20
O -1.378 0.296 -3.141  -0.11
N 2.696 -1.642 2.988  0.08
C 1.020 -2.640 4.255  -0.14
C 0.519 -3.047 6.973  -0.04
C 0.067 -1.336 -4.662  -0.19
C 1.485 -2.247 2.893  -0.41
C -1.994 0.118 1.042  -0.23
C -2.090 2.318 -4.361  0.00
C 0.940 2.827 1.034  -0.23
C -2.303 1.414 1.628  -0.23
C 0.505 -2.004 -5.959  -0.16
C 1.771 -2.560 6.565  -0.02
C -0.484 -3.308 6.016  -0.04
C 0.804 -0.812 -6.887  -0.16
C -0.235 0.628 -2.263  -0.17
C 0.885 0.407 -5.952  -0.17
C -1.409 0.074 3.303  -0.21
C 1.982 -2.366 5.205  -0.22
C 1.755 1.517 2.778  -0.20
C -2.943 1.778 -2.071  -0.01
C -0.465 2.121 -2.394  -0.06
C -1.936 1.366 3.015  -0.22
C -1.802 1.680 -3.037  -0.58
C -0.232 -3.107 4.658  0.00
C 2.012 0.806 1.550  -0.23
C -1.417 -0.699 2.087  -0.22
C 1.080 2.745 2.471  -0.21
C 1.546 1.639 0.461  -0.22
H 0.333 -3.221 8.030  0.11
H -1.944 3.403 -4.265  0.10
H -3.250 2.827 -2.019  0.10
H -3.776 1.161 -2.424  0.10
H 2.483 -0.161 1.496  0.07
H 1.426 -2.577 -5.789  0.11
H 2.034 1.154 3.759  0.08
H -0.372 0.194 -1.264  0.09
H -1.425 1.903 -5.125  0.07
H -3.146 2.118 -4.594  0.09
H -0.262 -2.661 -6.373  0.11
H -1.025 -1.200 -4.688  0.12
H 2.575 -2.336 7.262  0.13
H -1.460 -3.674 6.336  0.11
H 0.485 3.641 0.487  0.09
H 1.661 1.424 -0.591  0.10
H 0.081 1.099 -6.274  0.10
H 0.327 -1.883 -3.755  0.13
H -2.189 -0.191 0.032  0.09
H -2.049 2.170 3.740  0.11
H -1.082 -1.715 1.973  0.07
H -0.500 2.697 -1.489  0.09
H 1.859 0.904 -6.013  0.12
H -0.021 -0.700 -7.600  0.11
H 1.725 -0.920 -7.466  0.10
H -2.625 1.431 -1.079  0.05
H 0.733 3.473 3.188  0.10
H 0.215 2.531 -3.133  0.12
H -1.048 -0.274 4.269  0.10
H 0.711 0.346 -2.695  0.09
H -0.978 -3.308 3.886  0.13
H -2.761 2.241 1.104  0.10

Cartesian forces (eV/Å) of the 3 atoms listed first:
0.1490 -2.5032 -2.9847
-0.8180 -0.2753 2.8969
2.1301 0.2943 1.5932

Properties
Electronic energy = -52872.574 eV
Gap between HOMO and LUMO (alpha / beta) = 0.1362 / 0.1560 Ha
Energy relative to the best compared isomer or geometry (same formula, charge and spin) = 84.2 kJ/mol
Multiplicity = 5